A cluster of 9 separate species, C30H39F18N3O12 in total at a distorted geometry. Source: the Open Molecules 2025 dataset; level of theory: ωB97M-V/def2-TZVPD.

Structure (XYZ):
```
102
Properties=species:S:1:pos:R:3:lowdin_charge:R:1
C 16.08759 8.80680 -9.67513 -0.061
C 16.82305 7.89514 -10.67821 -0.182
O 16.22507 6.61248 -10.38440 -0.016
C 16.71181 5.45668 -10.96493 -0.327
O 17.73565 5.33402 -11.60915 0.151
C 15.98802 4.20020 -10.54309 -0.610
F 15.50681 3.66352 -11.65274 0.161
F 16.83011 3.34431 -9.94399 0.165
F 15.10670 4.47923 -9.63375 0.202
H 16.34474 8.43070 -8.68492 0.080
H 15.01348 8.62394 -9.70617 0.065
H 16.29401 9.87081 -9.79077 0.080
H 17.88536 7.97142 -10.44631 0.123
H 16.69980 8.08287 -11.74482 0.125
C 8.53495 4.57627 -13.70925 -0.055
C 8.43023 5.16924 -15.10188 -0.220
O 9.28298 6.27003 -15.27456 0.034
C 10.61730 6.07025 -15.48948 -0.294
O 11.22327 4.98654 -15.48906 0.105
C 11.46766 7.24352 -16.05239 -0.500
F 12.69054 7.22851 -15.39817 0.122
F 11.64401 6.92715 -17.33406 0.167
F 10.80559 8.39814 -16.00352 0.186
H 8.39561 5.38338 -12.99005 0.085
H 9.47963 4.05807 -13.54453 0.047
H 7.77018 3.83166 -13.48841 0.084
H 7.38036 5.39496 -15.28879 0.130
H 8.62360 4.47360 -15.91844 0.118
C 12.60887 6.44468 -11.41525 -0.050
C 11.82262 7.55180 -12.03553 -0.206
O 12.71417 8.47859 -12.64349 0.017
C 12.58032 9.79793 -12.44381 -0.271
O 11.57062 10.40872 -11.92328 0.084
C 13.81690 10.59333 -12.91169 -0.681
F 14.15929 10.19776 -14.09884 0.215
F 13.59294 11.85678 -12.75194 0.217
F 14.82955 10.34453 -12.14920 0.197
H 11.91399 5.84430 -10.82805 0.087
H 13.33595 6.76972 -10.67108 0.074
H 13.11784 5.86835 -12.18783 0.059
H 11.19563 7.95305 -11.23930 0.131
H 11.20394 7.19871 -12.86055 0.118
C 10.34008 1.01087 -16.40054 -0.048
C 9.67132 1.58658 -17.57693 -0.230
O 10.60071 2.44150 -18.19958 0.005
C 10.32451 3.40551 -19.06128 -0.325
O 9.16167 3.82435 -19.16248 0.108
C 11.48270 4.14983 -19.84912 -0.455
F 11.57312 3.76451 -21.15134 0.159
F 11.25894 5.46095 -19.70301 0.164
F 12.65600 3.86161 -19.17850 0.110
H 9.77063 0.10331 -16.20008 0.096
H 10.34186 1.73385 -15.58482 0.072
H 11.39022 0.81069 -16.61320 0.081
H 8.70969 2.06863 -17.40085 0.129
H 9.57765 0.84677 -18.37192 0.139
C 18.63946 1.17610 -13.25783 -0.038
C 17.82271 2.34804 -13.76396 -0.222
O 17.02909 1.95020 -14.83581 0.043
C 15.88228 1.37717 -14.63849 -0.364
O 15.44264 1.08124 -13.52843 0.123
C 15.22788 0.94294 -15.97429 -0.538
F 14.00718 0.53052 -15.79069 0.197
F 15.22518 1.95809 -16.83513 0.159
F 15.92953 -0.02063 -16.64939 0.144
H 18.00595 0.42653 -12.78357 0.084
H 19.32680 1.59935 -12.52537 0.086
H 19.19345 0.83364 -14.13186 0.086
H 18.44911 3.10635 -14.23374 0.137
H 17.28903 2.83485 -12.94769 0.103
C 15.65229 1.48867 -7.36727 -0.064
C 14.49004 1.13032 -6.48417 -0.218
O 13.30173 0.94701 -7.21309 0.021
C 12.83749 -0.22255 -7.70077 -0.287
O 13.34994 -1.37460 -7.54457 0.100
C 11.47728 -0.03534 -8.39692 -0.595
F 11.61371 0.94481 -9.22380 0.188
F 11.14233 -1.13728 -9.11204 0.156
F 10.56682 0.22415 -7.46512 0.186
H 15.43318 2.18724 -8.17479 0.059
H 16.24316 0.69913 -7.83161 0.085
H 16.37215 1.94629 -6.68868 0.083
H 14.27926 1.96369 -5.81397 0.128
H 14.81304 0.28877 -5.87133 0.129
C 7.48286 3.32575 -9.86796 -0.082
C 6.51659 2.25294 -9.98112 -0.290
N 5.75951 1.39618 -10.04014 0.124
H 6.98764 4.26528 -10.11322 0.078
H 8.24280 3.20700 -10.64027 0.036
H 7.99544 3.42388 -8.91102 0.086
C 12.63632 2.55725 -13.18010 -0.050
C 11.53017 2.64279 -12.19904 -0.230
N 10.70612 2.58337 -11.37789 0.143
H 12.20144 2.72439 -14.16551 0.059
H 13.26815 1.66906 -13.17887 0.066
H 13.33862 3.37622 -13.02468 0.040
C 14.19708 5.02146 -16.76319 -0.058
C 14.62070 5.07292 -15.33544 -0.238
N 14.90623 5.16454 -14.22838 0.168
H 14.96467 4.48012 -17.31624 0.076
H 14.12732 6.05586 -17.09973 0.080
H 13.27604 4.46195 -16.92669 0.058
```

Computed properties:
- 2S+1: 1
- HOMO energy: -10.932 eV
- SMILES: CCOC(=O)C(F)(F)F.CCOC(=O)C(F)(F)F.CCOC(=O)C(F)(F)F.CCOC(=O)C(F)(F)F.CCOC(=O)C(F)(F)F.CCOC(=O)C(F)(F)F.CC#N.CC#N.CC#N
- ΔE to the lowest compared entry with this formula, charge and spin: 0.0 kcal per mole

***

A cluster of 10 separate species, C30H39F7O30 in total at a distorted geometry. Source: the Open Molecules 2025 dataset; level of theory: ωB97M-V/def2-TZVPD.

Structure (XYZ):
```
106
Properties=species:S:1:pos:R:3:lowdin_charge:R:1
O -2.64606 -5.79807 7.24745 0.104
C -3.20508 -5.69955 8.36648 -0.575
O -3.06102 -4.69473 9.20992 0.114
C -3.63797 -5.06188 10.42630 -0.091
C -4.34069 -6.29329 10.17847 -0.294
F -5.67136 -5.99803 10.15388 0.070
O -3.97541 -6.59699 8.85128 0.187
H -2.87835 -5.08425 11.20769 0.151
H -4.40004 -4.31935 10.66291 0.154
H -4.17614 -7.11074 10.88046 0.179
O -7.47647 -0.42993 4.34481 0.146
C -6.65328 0.16410 3.66167 -0.554
O -5.39371 0.36595 4.01227 0.071
C -4.75420 1.32975 3.20044 -0.049
C -5.61336 1.17752 1.93758 -0.261
F -5.09976 0.15971 1.13201 0.049
O -6.83687 0.76349 2.48862 0.140
H -4.85793 2.27921 3.72567 0.147
H -3.75973 1.09220 2.82268 0.140
H -5.70486 2.11693 1.39239 0.170
O 8.62447 2.51751 -5.55437 0.107
C 7.45136 2.29378 -5.96694 -0.406
O 6.28799 2.39219 -5.20028 0.061
C 5.16594 2.04352 -5.92795 -0.095
C 5.72057 1.77632 -7.30868 -0.300
F 5.38678 2.74820 -8.23278 0.053
O 7.10474 1.81208 -7.19654 0.132
H 4.68802 1.15233 -5.52117 0.135
H 4.37900 2.79388 -5.85183 0.146
H 5.50999 0.77236 -7.67726 0.168
O -0.17469 2.93461 -5.37027 0.146
C -0.36439 3.31032 -6.51013 -0.548
O 0.63887 3.49326 -7.39014 0.095
C 0.03987 4.19392 -8.48646 -0.078
C -1.37560 3.86076 -8.44215 -0.359
F -1.63836 2.76051 -9.12996 0.109
O -1.53999 3.55997 -7.08393 0.159
H 0.22263 5.26097 -8.35954 0.147
H 0.46289 3.97014 -9.46579 0.151
H -2.00869 4.65988 -8.82776 0.178
O 1.02728 2.31969 4.61019 0.092
C 0.42874 1.61755 5.48744 -0.515
O 0.87089 0.45296 5.95863 0.075
C 0.07243 0.05736 7.08075 -0.028
C -1.14745 0.83132 6.78300 -0.376
F -1.50829 1.33082 7.95297 0.092
O -0.70640 1.89699 6.07001 0.179
H 0.14168 -1.02903 7.02550 0.149
H 0.56077 0.38790 7.99748 0.149
H -2.02274 0.35524 6.34107 0.182
O -2.94818 -4.43261 -2.52128 0.123
C -2.63431 -3.48759 -3.25534 -0.547
O -1.49176 -3.32328 -3.98558 0.075
C -1.52016 -2.13037 -4.70081 -0.077
C -2.75953 -1.46916 -4.14499 -0.299
F -3.57727 -1.11652 -5.14567 0.085
O -3.42726 -2.49265 -3.42553 0.177
H -0.60767 -1.58773 -4.45377 0.143
H -1.69190 -2.24380 -5.77120 0.143
H -2.45495 -0.60597 -3.55318 0.174
O 6.66920 -1.31826 2.37257 0.109
C 6.27308 -2.05894 3.29635 -0.581
O 6.77079 -3.15489 3.67326 0.119
C 6.24647 -3.52050 4.95722 -0.018
C 4.96447 -2.78585 5.01156 -0.377
F 4.82784 -2.15285 6.13872 0.128
O 5.20614 -1.77927 4.07132 0.140
H 6.10113 -4.60073 4.96618 0.147
H 6.95624 -3.13402 5.68863 0.154
H 4.07862 -3.32164 4.67053 0.179
C -2.52746 5.44842 -0.45321 -0.089
O -3.45491 5.79513 0.51569 -0.030
C -4.39607 6.77644 0.24770 -0.504
O -4.35959 7.45074 -0.81804 0.072
O -5.30831 6.78731 1.19977 0.013
C -6.35693 7.72579 1.14148 -0.049
H -3.06054 4.99727 -1.29010 0.097
H -1.87905 4.76981 0.10100 0.101
H -1.93246 6.18502 -0.99311 0.095
H -6.07790 8.58816 1.74693 0.098
H -7.14299 7.27452 1.74693 0.094
H -6.78709 8.05628 0.19605 0.103
C 1.92057 0.16224 -0.43517 -0.040
O 1.25375 -0.88970 0.27257 -0.016
C -0.09643 -0.95940 0.34304 -0.556
O -0.86066 -0.20411 -0.23680 0.100
O -0.37898 -1.97484 1.18584 -0.026
C -1.65083 -2.30719 1.76081 -0.015
H 2.98321 -0.06650 -0.35402 0.095
H 1.71354 1.19671 -0.16113 0.096
H 1.64810 0.15346 -1.49053 0.086
H -2.43622 -2.45563 1.01971 0.095
H -1.98897 -1.44558 2.33648 0.084
H -1.38421 -3.18807 2.34479 0.101
C 3.30595 -3.86768 -6.58711 -0.073
O 3.67873 -3.12479 -5.46417 -0.010
C 5.00497 -3.04051 -5.20147 -0.584
O 5.90995 -3.35314 -5.94797 0.121
O 5.10861 -2.43700 -4.01563 -0.010
C 6.41808 -2.13974 -3.42929 -0.004
H 2.25409 -3.71933 -6.83140 0.093
H 3.53383 -4.92787 -6.69739 0.102
H 3.86907 -3.37827 -7.38178 0.090
H 6.90682 -1.53887 -4.19622 0.086
H 7.10017 -2.97149 -3.25306 0.095
H 6.33318 -1.55034 -2.51633 0.094
```

Computed properties:
- 2S+1: 1
- HOMO energy: -10.679 eV
- SMILES: O=C1OC[C@@H](F)O1.O=C1OC[C@@H](F)O1.O=C1OC[C@@H](F)O1.O=C1OC[C@@H](F)O1.O=C1OC[C@@H](F)O1.O=C1OC[C@@H](F)O1.O=C1OC[C@@H](F)O1.COC(=O)OC.COC(=O)OC.COC(=O)OC
- ΔE to the lowest compared entry with this formula, charge and spin: 0.0 kcal per mole

***

Molar mass across the listed records, respectively: 975.61; 1012.60 Da.